Entry 1:
Formula: C45H39BrN4O2PSc
Source: the OMol25 dataset
Level of theory: the ωB97M-V functional and the def2-TZVPD basis

Cartesian coordinates (Å):
Sc1 -0.01 -0.33 -0.09
C1 -0.11 -1.06 2.95
C2 0.49 0.28 2.88
C3 1.46 0.71 2.04
C4 2.26 -0.09 1.10
C5 2.58 -1.38 1.25
C6 2.15 -2.24 2.40
H1 -0.95 -1.18 3.63
H2 0.08 1.01 3.57
H3 1.73 1.76 2.09
H4 2.76 0.47 0.31
H5 3.26 -1.82 0.53
H6 2.53 -3.25 2.26
Br1 2.09 -7.11 -1.29
C7 0.56 -6.93 -0.21
C8 0.59 -7.35 1.11
C9 -0.55 -7.21 1.89
C10 -1.68 -6.59 1.37
C11 -1.72 -6.21 0.04
C12 -0.60 -6.40 -0.76
N1 -2.81 -6.51 2.28
N2 -3.49 -5.47 2.35
C13 -3.03 -4.28 1.68
C14 -3.86 -3.72 0.71
C15 -3.45 -2.60 0.00
C16 -2.24 -1.99 0.32
O1 -1.74 -0.93 -0.39
C17 -1.49 -2.49 1.37
N3 -0.27 -1.78 1.65
C18 0.65 -2.32 2.66
C19 0.20 -3.54 3.37
C20 -0.97 -4.12 3.13
C21 -1.86 -3.63 2.07
H7 1.49 -7.80 1.52
H8 -0.56 -7.57 2.91
H9 -2.62 -5.81 -0.40
H10 -0.63 -6.14 -1.81
H11 -4.79 -4.20 0.48
H12 -4.06 -2.18 -0.79
H13 2.62 -1.85 3.31
H14 0.86 -3.92 4.14
H15 -1.28 -4.97 3.71
C22 0.89 -2.92 -1.37
C23 1.12 -2.38 -2.77
C24 2.16 -3.25 -3.48
C25 1.58 -0.92 -2.78
C26 1.70 -0.35 -4.20
O2 0.79 0.77 -4.21
C27 0.21 0.88 -3.03
N4 0.60 0.02 -2.14
C28 -0.81 1.97 -2.98
C29 -1.14 2.51 -4.23
C30 -2.05 3.55 -4.36
C31 -2.64 4.09 -3.22
C32 -2.32 3.57 -1.98
C33 -1.42 2.51 -1.83
P1 -1.11 2.04 -0.09
C34 -0.32 3.52 0.58
C35 1.03 3.70 0.31
C36 1.70 4.84 0.73
C37 1.00 5.81 1.44
C38 -0.35 5.65 1.71
C39 -1.01 4.51 1.28
C40 -2.72 1.82 0.69
C41 -3.84 1.43 -0.04
C42 -5.03 1.15 0.61
C43 -5.11 1.24 1.99
C44 -3.99 1.61 2.73
C45 -2.80 1.90 2.08
H16 0.42 -3.91 -1.39
H17 0.18 -2.31 -0.81
H18 1.83 -3.01 -0.82
H19 0.17 -2.43 -3.33
H20 3.13 -3.17 -2.98
H21 2.30 -2.98 -4.53
H22 1.87 -4.30 -3.45
H23 2.53 -0.84 -2.25
H24 1.35 -1.05 -4.96
H25 2.68 0.01 -4.46
H26 -0.68 2.11 -5.12
H27 -2.28 3.93 -5.34
H28 -3.34 4.91 -3.30
H29 -2.78 3.99 -1.10
H30 1.58 2.95 -0.27
H31 2.75 4.97 0.50
H32 1.52 6.70 1.77
H33 -0.89 6.41 2.25
H34 -2.07 4.40 1.49
H35 -3.78 1.35 -1.12
H36 -5.90 0.86 0.03
H37 -6.04 1.03 2.50
H38 -4.05 1.69 3.81
H39 -1.93 2.19 2.66

Calculated values
Kohn-Sham gap in eV: 6.660
Spin multiplicity: 1
Electronic energy in Ha: -5783.341120
Highest occupied orbital energy in eV: -12.677
LUMO energy in Ha: -0.2211
Molecular weight in g/mol: 823.7
Relative energy (zero: lowest compared OMol25 entry of this formula, charge and spin) in eV: 2.576
Net charge: +2

Results of the Mulliken charge analysis, in e, for atoms 1 through 4: -1.2275 0.1777 -1.2450 -0.5545

=====

Entry 2:
Formula: C22H22N4O3
Source: the OMol25 dataset
Level of theory: the ωB97M-V functional and the def2-TZVPD basis

Cartesian coordinates (Å):
N1 -1.96 -2.15 1.52
C1 -2.15 -0.91 2.41
C2 -1.17 -0.80 3.59
C3 0.27 -0.77 3.17
C4 1.05 0.26 2.79
N2 2.28 -0.24 2.45
C5 2.38 -1.56 2.78
C6 3.53 -2.40 2.95
C7 3.21 -3.76 3.37
C8 1.91 -4.27 3.65
C9 0.85 -3.34 3.64
C10 1.11 -1.93 3.21
C11 -2.08 0.38 1.49
O1 -1.89 1.53 1.86
N3 -2.43 0.17 0.17
C12 -2.05 0.94 -1.02
C13 -1.00 0.17 -1.84
C14 0.14 1.07 -2.32
C15 1.34 1.17 -1.65
N4 2.20 1.96 -2.34
C16 1.53 2.37 -3.57
C17 1.89 3.36 -4.50
C18 1.04 3.57 -5.64
C19 -0.11 2.86 -5.73
C20 -0.52 1.86 -4.74
C21 0.29 1.74 -3.59
C22 -3.31 1.27 -1.82
O2 -3.43 1.76 -2.92
O3 -4.37 1.05 -1.02
H1 -2.19 -3.01 2.08
H2 -0.95 -2.09 1.41
H3 -3.13 -1.09 2.84
H4 -1.39 0.07 4.29
H5 -1.31 -1.81 4.13
H6 0.78 1.33 2.56
H7 3.20 0.34 2.46
H8 4.45 -2.15 2.46
H9 3.97 -4.54 3.41
H10 1.80 -5.30 3.82
H11 -0.14 -3.60 3.96
H12 -2.46 -0.83 0.07
H13 -1.78 1.94 -0.62
H14 -1.41 -0.27 -2.70
H15 -0.54 -0.69 -1.39
H16 1.66 0.85 -0.63
H17 2.99 2.47 -1.87
H18 2.79 4.07 -4.32
H19 1.27 4.27 -6.48
H20 -0.71 2.83 -6.71
H21 -1.44 1.28 -4.91
H22 -4.00 0.58 -0.23

Calculated values
Kohn-Sham gap in eV: 7.984
Spin multiplicity: 1
Electronic energy in Ha: -1296.255473
Highest occupied orbital energy in eV: -7.664
LUMO energy in Ha: 0.0117
Molecular weight in g/mol: 390.4
Structure (SMILES): N[C@@H](Cc1c[nH]c2ccccc12)C(=O)N[C@@H](Cc1c[nH]c2ccccc12)C(=O)O
Relative energy (zero: lowest compared OMol25 entry of this formula, charge and spin) in eV: 3.331

Results of the Mulliken charge analysis, in e, for atoms 1 through 4: -0.7582 0.2771 -0.6088 0.4156

=====

Entry 3:
Formula: C27H36N4O5PRhTe
Source: the OMol25 dataset
Level of theory: the ωB97M-V functional and the def2-TZVPD basis

Cartesian coordinates (Å):
Rh1 0.07 -0.56 0.16
O1 2.83 -3.41 1.21
C1 1.93 -2.61 0.65
O2 1.29 -1.73 1.36
C2 1.68 -2.69 -0.74
C3 2.35 -3.44 -1.72
C4 2.03 -3.28 -3.04
C5 1.04 -2.33 -3.43
C6 0.43 -1.61 -2.43
N1 0.69 -1.81 -1.14
C7 -0.57 -0.45 -2.60
O3 -1.06 -0.19 -3.66
O4 -0.75 0.14 -1.47
H1 2.96 -3.21 2.15
H2 3.14 -4.11 -1.40
H3 2.54 -3.84 -3.81
H4 0.79 -2.17 -4.46
C8 -3.39 -3.15 1.57
Te1 -2.14 -1.37 1.81
C9 -3.60 -0.60 0.40
C10 -4.86 -1.37 0.64
C11 -6.10 -0.87 0.29
C12 -7.24 -1.63 0.51
C13 -7.14 -2.89 1.10
C14 -5.90 -3.39 1.47
C15 -4.75 -2.65 1.23
H5 -3.38 -3.77 2.45
H6 -2.97 -3.73 0.74
H7 -3.21 -0.78 -0.61
H8 -3.73 0.47 0.52
H9 -6.18 0.11 -0.16
H10 -8.21 -1.24 0.24
H11 -8.03 -3.47 1.28
H12 -5.82 -4.37 1.93
O5 -0.68 1.06 1.40
P1 -0.19 2.28 2.15
N2 1.40 2.14 2.54
C16 2.04 3.06 3.48
C17 3.31 2.33 3.87
C18 3.69 1.62 2.57
C19 2.34 1.14 2.05
N3 -0.33 3.74 1.35
C20 0.69 4.09 0.37
C21 0.20 5.41 -0.21
C22 -1.31 5.22 -0.23
C23 -1.56 4.49 1.09
N4 -1.00 2.41 3.61
C24 -2.31 3.01 3.82
C25 -2.95 2.21 4.95
C26 -1.76 1.57 5.65
C27 -0.84 1.25 4.48
H13 1.37 3.27 4.32
H14 2.27 4.01 2.98
H15 3.10 1.60 4.65
H16 4.09 3.00 4.22
H17 4.39 0.80 2.74
H18 4.14 2.32 1.88
H19 2.09 0.16 2.48
H20 2.30 1.05 0.96
H21 0.75 3.33 -0.42
H22 1.67 4.17 0.85
H23 0.62 5.61 -1.19
H24 0.47 6.24 0.46
H25 -1.60 4.59 -1.07
H26 -1.85 6.15 -0.29
H27 -2.43 3.84 1.04
H28 -1.70 5.21 1.90
H29 -2.92 2.98 2.91
H30 -2.17 4.06 4.10
H31 -3.60 1.43 4.54
H32 -3.54 2.84 5.62
H33 -2.02 0.68 6.22
H34 -1.27 2.28 6.31
H35 -1.19 0.33 3.96
H36 0.20 1.12 4.75

Calculated values
Kohn-Sham gap (alpha / beta) in eV: 4.916 / 4.911
Spin multiplicity: 1
Electronic energy in Ha: -2365.144332
Highest occupied orbital energy (alpha / beta) in eV: -13.619 / -13.619
LUMO energy (alpha / beta) in Ha: -0.3198 / -0.3200
Molecular weight in g/mol: 758.1
Relative energy (zero: lowest compared OMol25 entry of this formula, charge and spin) in eV: 1.955
Net charge: +2

Results of the Mulliken charge analysis, in e, for atoms 1 through 4: 0.8786 -0.4359 0.5438 -0.5283

=====

Entry 4:
Formula: C7H15N
Source: the OMol25 dataset
Level of theory: the ωB97M-V functional and the def2-TZVPD basis

Cartesian coordinates (Å):
C1 -3.95 -0.15 0.62
C2 -2.51 0.27 0.53
C3 -1.50 -0.14 1.30
C4 -0.09 0.24 1.01
C5 0.66 -0.77 0.10
C6 2.15 -0.34 0.04
C7 2.40 0.79 -0.98
N1 2.66 0.42 -2.35
H1 -4.15 -0.73 -0.29
H2 -4.04 -0.82 1.45
H3 -4.65 0.68 0.68
H4 -2.22 1.01 -0.21
H5 -1.68 -0.76 2.17
H6 -0.07 1.19 0.48
H7 0.47 0.25 1.94
H8 0.63 -1.74 0.59
H9 0.29 -0.82 -0.92
H10 2.53 -0.12 1.03
H11 2.71 -1.18 -0.37
H12 1.62 1.55 -0.95
H13 3.27 1.33 -0.61
H14 3.56 -0.03 -2.49
H15 1.91 -0.13 -2.75

Calculated values
Kohn-Sham gap in eV: 10.269
Spin multiplicity: 1
Electronic energy in Ha: -330.434251
Highest occupied orbital energy in eV: -9.061
LUMO energy in Ha: 0.0444
Molecular weight in g/mol: 113.2
Structure (SMILES): C/C=C/CCCCN
Relative energy (zero: lowest compared OMol25 entry of this formula, charge and spin) in eV: 0.916

Results of the Mulliken charge analysis, in e, for atoms 1 through 4: -1.1405 -0.0723 -0.3594 -0.7061